[1]
A 3-piece molecular cluster, C28H49B2F3IN4O10 overall in a non-equilibrium geometry. Source: the OMol25 dataset; level of theory: ωB97M-V/def2-TZVPD.

Results
Multiplicity: 3
Lowest unoccupied orbital energy (alpha / beta) (eV): -4.782 / -4.782
Expectation value of S²: 2.009
HOMO energy (alpha / beta) (eV): -10.77 / -11.51
HOMO-LUMO gap (alpha / beta) (eV): 5.99 / 6.73
Total charge: +1

Each line ends with the Mulliken spin population.
Atoms and positions in Å:
C  -1.758  5.182  0.612  0.000
O  -0.497  4.578  0.985  0.000
B  0.040  3.816  -0.066  0.001
O  1.402  3.866  -0.390  0.000
C  -0.982  2.837  -0.891  0.000
N  -1.761  2.103  -0.097  -0.001
N  -2.636  1.320  -0.695  0.002
C  -3.508  0.507  0.187  0.015
O  -4.798  1.138  0.236  0.000
C  -5.775  0.300  0.740  0.000
F  -5.292  -0.684  1.523  0.000
F  -6.551  -0.155  -0.278  0.000
F  -6.584  1.065  1.531  0.000
C  -2.714  1.287  -2.053  0.001
I  -4.239  -0.004  -2.901  0.000
C  -1.897  2.003  -3.013  -0.001
O  -2.007  1.888  -4.366  0.000
B  -2.851  2.898  -4.933  0.000
O  -2.339  3.630  -6.000  0.000
O  -4.156  3.130  -4.460  0.000
C  -0.898  2.898  -2.364  0.000
C  0.055  3.741  -3.216  0.000
C  1.041  2.889  -4.115  -0.001
O  1.392  3.761  -5.228  0.000
C  1.127  3.136  -6.453  0.000
O  1.960  2.450  -6.948  0.000
H  -1.981  6.021  1.318  0.000
H  -1.738  5.569  -0.447  0.000
H  -2.624  4.470  0.670  0.000
H  1.624  4.814  -0.464  0.000
H  -3.054  0.566  1.214  -0.011
H  -3.515  -0.571  -0.090  0.001
H  -2.637  4.552  -5.918  0.000
H  -4.077  3.672  -3.655  0.000
H  -0.585  4.316  -3.944  0.000
H  0.655  4.501  -2.672  -0.001
H  0.522  2.008  -4.569  0.000
H  1.966  2.571  -3.582  0.004
H  0.123  3.244  -6.955  0.000
C  -1.084  -4.418  4.069  0.006
C  -0.430  -3.050  3.735  0.046
C  0.478  -2.586  4.890  0.017
C  -0.290  -2.056  6.095  -0.017
C  -1.249  -0.951  5.665  0.010
C  -2.197  -1.396  4.541  0.033
N  -1.481  -2.044  3.395  0.353
O  -0.902  -1.079  2.693  0.580
C  -3.253  -2.351  5.143  0.018
C  -3.026  -0.186  4.081  -0.037
C  0.490  -3.383  2.542  -0.038
H  -0.535  -4.943  4.854  -0.001
H  -2.120  -4.359  4.386  -0.012
H  -1.109  -5.072  3.194  0.001
H  1.147  -1.793  4.536  0.001
H  1.129  -3.404  5.207  0.002
H  -0.826  -2.871  6.591  0.000
H  0.415  -1.661  6.831  0.002
H  -1.827  -0.619  6.532  0.001
H  -0.663  -0.084  5.341  0.003
H  -3.850  -2.823  4.359  -0.009
H  -3.946  -1.807  5.788  0.000
H  -2.824  -3.128  5.775  0.002
H  -2.404  0.647  3.746  0.000
H  -3.639  0.201  4.897  -0.001
H  -3.699  -0.464  3.267  0.013
H  -0.090  -3.679  1.665  -0.004
H  1.152  -4.214  2.798  0.001
H  1.133  -2.547  2.258  0.022
C  3.399  -3.450  -2.156  0.016
C  2.900  -2.021  -2.498  0.016
C  3.924  -1.285  -3.383  0.020
C  5.151  -0.800  -2.624  -0.018
C  4.732  0.057  -1.436  0.018
C  3.742  -0.663  -0.507  0.038
N  2.584  -1.268  -1.244  0.353
O  1.761  -0.272  -1.562  0.559
C  4.513  -1.742  0.287  0.014
C  3.276  0.321  0.583  -0.025
C  1.661  -2.285  -3.370  -0.014
H  4.167  -3.785  -2.857  -0.001
H  3.807  -3.561  -1.157  -0.008
H  2.584  -4.177  -2.194  0.001
H  3.448  -0.416  -3.853  0.004
H  4.241  -1.931  -4.206  0.003
H  5.758  -1.651  -2.301  0.000
H  5.784  -0.210  -3.293  0.002
H  5.623  0.352  -0.875  0.002
H  4.287  0.986  -1.810  0.006
H  3.828  -2.389  0.840  -0.006
H  5.180  -1.282  1.020  0.000
H  5.158  -2.361  -0.335  0.002
H  2.822  1.223  0.169  0.004
H  4.122  0.653  1.189  0.000
H  2.555  -0.152  1.255  0.008
H  0.865  -2.770  -2.798  0.000
H  1.915  -2.943  -4.203  0.000
H  1.255  -1.370  -3.807  0.004

Cartesian forces (eV/Å) of the 2 atoms listed first:
-1.1 0.3 0.1
0.1 -0.3 -2.2

---

[2]
C28H49BaBrNO3P3 as an isolated structure in a non-equilibrium geometry. Source: the OMol25 dataset; level of theory: ωB97M-V/def2-TZVPD.

Results
Lowest unoccupied orbital energy (eV): -6.916
HOMO energy (eV): -11.61
HOMO-LUMO gap (eV): 4.70
Energy relative to the best compared isomer or geometry (same formula, charge and spin) (kcal/mol): 0.0
Total charge: +2

Each line ends with the Mulliken charge.
Atoms and positions in Å:
N  -7.040  5.450  -6.609  -0.539
C  -6.897  6.054  -5.438  -0.339
C  -6.028  5.554  -4.459  -0.452
C  -5.305  4.356  -4.681  0.997
C  -5.536  3.731  -5.935  -0.421
C  -6.405  4.311  -6.867  -0.377
C  -4.337  3.864  -3.702  -0.340
Ba  0.340  2.429  -0.553  1.690
P  5.913  -0.836  -1.028  -0.126
C  -3.491  2.837  -3.993  -0.692
C  -2.627  2.097  -3.102  0.917
C  -1.444  1.512  -3.601  -0.677
C  -0.713  0.599  -2.865  -0.748
C  -1.217  0.112  -1.615  0.278
C  -2.225  0.914  -0.998  -0.615
C  -2.911  1.896  -1.731  -0.411
Br  1.280  -0.191  0.677  -0.699
H  -4.306  4.403  -2.749  0.371
H  -3.408  2.526  -5.039  0.245
H  -5.896  6.138  -3.546  0.324
H  -5.020  2.820  -6.224  0.299
H  -7.473  6.971  -5.264  0.356
H  -6.569  3.851  -7.842  0.362
H  -1.194  1.795  -4.643  0.519
H  -3.762  2.454  -1.314  0.386
H  0.228  0.205  -3.272  0.584
H  -2.473  0.716  0.057  -0.199
P  -0.953  -1.666  -1.212  1.052
C  5.364  0.902  -0.856  -0.134
C  6.471  1.871  -1.284  -1.221
H  5.113  1.040  0.206  0.369
H  4.451  1.029  -1.457  0.043
H  6.250  2.875  -0.915  0.352
H  7.442  1.570  -0.878  0.362
H  6.572  1.931  -2.372  0.318
C  5.180  -1.311  -2.646  0.100
C  5.928  -2.457  -3.325  -1.240
H  5.216  -0.406  -3.268  0.443
H  4.130  -1.573  -2.457  -0.305
H  5.608  -2.537  -4.367  0.378
H  7.009  -2.295  -3.319  0.353
H  5.729  -3.420  -2.846  0.310
C  4.843  -1.738  0.164  0.376
C  5.585  -2.023  1.469  -1.297
H  4.566  -2.682  -0.327  0.367
H  3.927  -1.148  0.331  -0.485
H  5.000  -2.709  2.087  0.352
H  6.557  -2.492  1.282  0.369
H  5.759  -1.114  2.051  0.327
C  -0.722  -2.777  0.248  0.197
C  -1.527  -4.075  0.276  -1.343
H  -0.892  -2.191  1.157  -0.214
H  0.349  -3.030  0.243  0.621
H  -2.557  -3.933  0.646  0.331
H  -1.569  -4.569  -0.710  0.331
H  -1.042  -4.776  0.969  0.434
C  0.396  -2.189  -2.312  -0.875
C  -0.052  -2.446  -3.742  -1.385
H  0.910  -3.062  -1.876  0.511
H  1.123  -1.369  -2.247  0.404
H  -0.795  -3.256  -3.782  0.337
H  -0.480  -1.545  -4.202  0.296
H  0.813  -2.730  -4.345  0.455
C  -2.581  -2.235  -1.807  -0.950
C  -3.699  -1.922  -0.807  -1.350
H  -2.535  -3.293  -2.073  0.658
H  -2.738  -1.675  -2.734  0.593
H  -4.415  -1.238  -1.266  0.339
H  -4.243  -2.829  -0.521  0.353
H  -3.351  -1.445  0.116  0.318
C  0.175  -1.403  4.533  -0.651
O  -0.783  -1.268  3.467  -0.288
P  -1.405  0.060  2.793  0.678
O  -1.630  1.099  3.989  -0.233
C  -0.654  1.592  4.937  -0.728
O  -0.850  2.428  1.463  -0.563
C  -1.469  3.477  2.147  -0.879
H  0.674  -2.364  4.357  0.281
H  -0.308  -1.443  5.508  0.279
H  0.889  -0.574  4.475  0.357
H  -0.545  0.872  5.751  0.317
H  0.306  1.792  4.444  0.370
H  -1.068  2.519  5.338  0.273
H  -2.448  3.185  2.543  0.254
H  -0.827  3.830  2.961  0.262
H  -1.643  4.315  1.456  0.325

Cartesian forces (eV/Å) of the 2 atoms listed first:
-0.7 0.2 -0.5
0.6 -0.5 0.3

---

> Which of these has the lowest total charge?

C28H49B2F3IN4O10